The ion C15H31BClFNO2 with charge +1 at a distorted geometry, computed with ωB97M-V/def2-TZVPD.

XYZ file:
```
52
Properties=species:S:1:pos:R:3
C 2.73 -1.27 2.97
C 1.22 -1.16 3.42
O 0.70 0.17 3.52
C 0.76 0.88 2.31
N -0.03 0.26 1.20
C -1.44 0.82 1.16
C -2.42 0.37 2.30
C -3.88 0.72 1.84
F -2.16 1.24 3.38
C -1.99 0.06 -0.13
C -0.68 -0.40 -0.97
C -0.80 -0.26 -2.53
C -1.12 -1.68 -3.16
C -1.06 -1.61 -4.72
Cl -1.87 -3.08 -5.44
C 0.46 0.44 -0.23
C 0.36 1.92 -0.74
C 1.40 2.32 -1.84
B 1.88 -0.33 -0.56
C 3.33 0.28 -0.18
O 1.87 -1.60 -1.22
H 3.24 -0.29 2.82
H 3.30 -1.84 3.74
H 2.77 -1.90 2.04
H 1.15 -1.60 4.45
H 0.59 -1.83 2.78
H 0.29 1.87 2.51
H 1.82 1.12 2.02
H -0.23 -0.74 1.22
H -1.54 1.93 1.20
H -2.30 -0.70 2.61
H -4.51 1.04 2.70
H -3.83 1.60 1.16
H -4.38 -0.14 1.33
H -2.36 -0.89 0.32
H -2.71 0.59 -0.78
H -0.66 -1.51 -0.80
H 0.19 0.03 -2.95
H -1.60 0.48 -2.76
H -2.06 -2.12 -2.76
H -0.27 -2.34 -2.84
H 0.01 -1.55 -5.03
H -1.54 -0.69 -5.11
H 0.57 2.58 0.15
H -0.67 2.21 -1.07
H 1.52 1.58 -2.66
H 1.01 3.25 -2.33
H 2.38 2.60 -1.40
H 3.23 1.29 0.31
H 3.85 0.50 -1.15
H 3.93 -0.40 0.45
H 1.55 -2.22 -0.54
```

Results
frontier orbital gap: 9.813 eV
LUMO: -3.1 eV
net charge: +1
SMILES string: CCOC[N@H+]1[C@H]([C@H](C)F)C[C@@H](CCCCl)[C@]1(CC)B(C)O

Atom charges from the natural (NBO) analysis, given in e for atoms 1 to 4: -0.667 -0.087 -0.489 0.087

A structure of composition C15H31BrMnP2 at a distorted geometry, computed with ωB97M-V/def2-TZVPD.

XYZ file:
```
50
Properties=species:S:1:pos:R:3
P 1.52 -0.36 -0.94
P 1.98 2.68 -1.02
C 1.08 0.55 -2.49
C 1.87 1.84 -2.69
H 0.00 0.78 -2.43
H 1.26 -0.15 -3.31
H 2.91 1.63 -2.97
H 1.42 2.51 -3.45
C 0.32 3.40 -0.68
H 0.24 3.61 0.40
H -0.47 2.66 -0.90
H 0.15 4.33 -1.24
C 3.25 3.95 -1.38
H 3.94 3.59 -2.16
H 3.82 4.08 -0.44
H 2.84 4.91 -1.70
C 0.03 -1.40 -0.90
H 0.15 -2.22 -0.19
H -0.14 -1.79 -1.92
H -0.83 -0.79 -0.59
C 2.79 -1.61 -1.32
H 3.82 -1.22 -1.26
H 2.55 -1.96 -2.33
H 2.66 -2.41 -0.58
Mn 2.52 1.07 0.21
C -2.47 0.12 0.84
C -3.39 -0.41 0.04
C -4.24 -1.61 0.31
C -3.72 -2.50 1.45
C -2.27 -2.84 1.27
C -1.24 -2.40 2.00
C -1.25 -1.13 2.81
C -2.29 -0.06 2.31
C 2.21 -0.33 1.63
H -1.71 0.81 0.42
H -3.55 0.03 -0.95
H -4.25 -2.19 -0.62
H -5.30 -1.36 0.45
H -3.90 -2.03 2.42
H -4.30 -3.43 1.38
H -2.09 -3.53 0.45
H -0.38 -3.09 2.13
H -0.23 -0.68 2.83
H -1.54 -1.35 3.86
H -3.25 -0.28 2.79
H -1.96 0.93 2.68
H 3.24 -0.31 2.03
H 1.91 -1.36 1.37
H 1.51 0.17 2.31
Br 4.81 1.13 0.08
```

Results
frontier orbital gap (alpha / beta): 5.953 / 8.351 eV
⟨S²⟩: 8.78
LUMO (alpha / beta): 0.6 / 0.3 eV
2S+1: 6
energy relative to the best compared isomer or geometry (same formula, charge and spin): 0.000 eV

Atom charges from the natural (NBO) analysis, given in e for atoms 1 to 4: 0.887 0.808 -0.743 -0.700

A cluster of 4 separate species, C15H31BrNO7P2S in total at a distorted geometry, computed with ωB97M-V/def2-TZVPD.

XYZ file:
```
58
Properties=species:S:1:pos:R:3
O -2.21 -0.23 3.21
C -2.53 -0.47 2.07
O -1.66 -0.95 1.14
P -0.05 -0.69 1.62
S 0.64 -2.06 2.79
C -3.95 -0.22 1.59
C -4.83 -1.28 1.36
C -6.09 -0.99 0.92
N -6.46 0.28 0.71
C -5.63 1.30 0.90
Br -6.28 3.02 0.50
C -4.34 1.11 1.36
P -3.06 2.44 1.72
O -2.42 3.04 0.32
O -3.78 3.62 2.59
H 0.78 -0.66 0.48
H 0.07 0.60 2.18
H -4.47 -2.29 1.53
H -6.78 -1.81 0.75
H -7.41 0.42 0.38
H -1.77 2.37 0.05
H -3.05 4.23 2.82
C 2.57 2.23 5.82
C 2.14 0.91 5.18
C 2.66 -0.28 5.96
O 2.63 0.85 3.83
H 3.66 2.30 5.84
H 2.20 3.07 5.24
H 2.20 2.31 6.84
H 1.05 0.87 5.12
H 3.75 -0.28 5.99
H 2.35 -1.21 5.48
H 2.29 -0.27 6.99
H 3.59 0.89 3.86
C 1.33 2.25 -3.16
C 1.57 1.43 -1.91
C 2.46 0.23 -2.19
O 0.31 0.97 -1.38
H 0.83 1.65 -3.93
H 0.68 3.10 -2.95
H 2.27 2.62 -3.57
H 2.02 2.05 -1.14
H 2.00 -0.43 -2.92
H 2.62 -0.35 -1.28
H 3.43 0.55 -2.56
H -0.11 0.42 -2.05
C 2.84 -3.91 -6.30
C 2.35 -2.99 -5.19
C 0.85 -2.76 -5.29
O 3.03 -1.73 -5.27
H 2.65 -3.47 -7.28
H 3.92 -4.05 -6.22
H 2.35 -4.88 -6.25
H 2.59 -3.42 -4.22
H 0.59 -2.29 -6.24
H 0.51 -2.10 -4.50
H 0.30 -3.70 -5.21
H 2.82 -1.34 -6.12
```

Results
frontier orbital gap: 5.948 eV
LUMO: -4.9 eV
net charge: +1

Atom charges from the natural (NBO) analysis, given in e for atoms 1 to 4: -0.486 0.755 -0.749 1.049

A cluster of 4 separate species, C15H31ClFO11PS in total at a distorted geometry, computed with ωB97M-V/def2-TZVPD.

XYZ file:
```
61
Properties=species:S:1:pos:R:3
C -3.14 -0.38 -2.72
C -1.87 -1.00 -2.15
Cl -1.20 -2.05 -3.45
C -0.76 -0.01 -1.75
P -0.74 1.52 -2.77
S 0.52 1.14 -4.49
O 1.22 2.34 -4.76
O 1.36 0.02 -4.28
F -0.49 0.83 -5.62
H -3.83 -1.19 -2.92
H -2.99 0.15 -3.65
H -3.64 0.26 -1.99
H -2.16 -1.57 -1.27
H 0.18 -0.53 -1.87
H -0.83 0.23 -0.69
H -0.07 2.50 -2.00
C 2.08 -0.36 4.80
C 0.75 0.36 4.79
O 0.84 1.65 4.16
C 0.90 1.64 2.84
O 0.87 0.66 2.12
O 1.03 2.90 2.42
C 1.21 3.03 1.01
H 2.85 0.26 5.26
H 2.01 -1.30 5.35
H 2.41 -0.59 3.79
H 0.43 0.55 5.81
H -0.03 -0.24 4.31
H 0.42 2.51 0.47
H 2.19 2.63 0.72
H 1.17 4.09 0.77
C -5.55 -5.04 -6.02
C -4.63 -5.16 -4.83
O -5.11 -4.42 -3.70
C -6.13 -4.97 -3.03
O -6.65 -6.02 -3.28
O -6.47 -4.14 -2.04
C -7.62 -4.57 -1.30
H -5.73 -3.99 -6.26
H -5.12 -5.54 -6.89
H -6.52 -5.49 -5.81
H -3.66 -4.73 -5.07
H -4.46 -6.20 -4.55
H -7.48 -5.58 -0.92
H -8.51 -4.51 -1.92
H -7.72 -3.89 -0.46
C 8.08 2.95 2.63
C 7.75 3.15 4.09
O 6.74 4.16 4.28
C 5.49 3.78 3.99
O 5.15 2.69 3.62
O 4.69 4.83 4.19
C 3.33 4.58 3.83
H 8.35 3.89 2.16
H 8.90 2.24 2.52
H 7.22 2.56 2.08
H 8.63 3.52 4.62
H 7.44 2.22 4.57
H 2.94 3.70 4.34
H 3.24 4.47 2.75
H 2.75 5.45 4.14
```

Results
frontier orbital gap: 9.952 eV
LUMO: 0.3 eV
SMILES string: C[C@@H](Cl)CPS(=O)(=O)F.CCOC(=O)OC.CCOC(=O)OC.CCOC(=O)OC

Atom charges from the natural (NBO) analysis, given in e for atoms 1 to 4: -0.638 -0.176 -0.065 -0.734

A structure of composition C15H31ClP2Pt at a distorted geometry, computed with ωB97M-V/def2-TZVPD.

XYZ file:
```
50
Properties=species:S:1:pos:R:3
P -0.62 -2.00 -0.32
P 0.33 1.40 -1.38
C -1.06 -1.07 -1.92
C -0.11 0.00 -2.49
H -2.07 -0.65 -1.82
H -1.14 -1.85 -2.69
H 0.85 -0.44 -2.82
H -0.55 0.47 -3.38
C -0.78 2.72 -2.49
H -0.91 3.72 -2.03
H -1.78 2.33 -2.70
H -0.30 2.84 -3.46
C 1.69 2.63 -1.95
H 1.69 2.68 -3.04
H 2.68 2.28 -1.66
H 1.56 3.64 -1.53
C -2.18 -2.79 0.10
H -2.04 -3.36 1.07
H -2.40 -3.50 -0.70
H -2.97 -2.04 0.19
C 0.46 -3.25 -1.11
H 1.42 -2.80 -1.40
H -0.03 -3.66 -2.01
H 0.62 -4.05 -0.38
Pt -1.42 -2.80 2.87
C 0.15 2.73 0.22
C -0.91 1.83 -0.17
C -1.14 0.60 0.82
C 0.07 -0.29 1.24
C 1.03 -0.64 0.08
C 1.71 0.56 -0.42
C 2.28 1.36 0.75
C 1.22 2.44 1.22
C -0.35 -2.81 4.55
H 0.06 3.77 -0.11
H -1.85 2.28 -0.52
H -1.91 -0.04 0.34
H -1.55 0.93 1.78
H 0.58 0.19 2.08
H -0.31 -1.22 1.84
H 1.73 -1.42 0.41
H 2.51 0.33 -1.14
H 3.24 1.84 0.50
H 2.46 0.68 1.60
H 0.75 2.17 2.18
H 1.78 3.36 1.49
H 0.16 -1.84 4.45
H 0.42 -3.58 4.50
H -1.01 -2.83 5.45
Cl -2.05 -0.87 3.91
```

Results
frontier orbital gap (alpha / beta): 5.544 / 6.288 eV
⟨S²⟩: 6.02
LUMO (alpha / beta): -8.2 / -9.4 eV
net charge: +2
2S+1: 5
energy relative to the best compared isomer or geometry (same formula, charge and spin): 4.506 eV

Atom charges from the natural (NBO) analysis, given in e for atoms 1 to 4: 1.424 1.492 -0.718 -0.729

A structure of composition C15H31F5OP2PbTe at a distorted geometry, computed with ωB97M-V/def2-TZVPD.

XYZ file:
```
56
Properties=species:S:1:pos:R:3
P 0.23 -1.96 -1.87
P 0.34 2.01 -1.19
C 0.08 -0.38 -2.72
C 1.02 0.80 -2.43
H -1.01 -0.16 -2.39
H 0.04 -0.57 -3.81
H 2.07 0.51 -2.23
H 1.04 1.41 -3.36
C -0.32 3.25 -2.38
H -0.74 4.09 -1.83
H -1.13 2.83 -3.02
H 0.54 3.58 -3.01
C 1.64 2.89 -0.29
H 1.88 3.78 -0.91
H 2.55 2.29 -0.14
H 1.27 3.23 0.69
C -0.84 -3.06 -2.84
H -1.10 -3.95 -2.25
H -0.30 -3.39 -3.74
H -1.76 -2.56 -3.16
C 1.95 -2.46 -1.84
H 2.60 -1.58 -1.80
H 2.11 -3.03 -2.77
H 2.15 -3.12 -0.99
Pb 3.03 0.59 2.23
C -1.32 1.34 -0.50
C -2.09 0.46 -1.44
C -3.30 -0.28 -0.87
C -3.10 -1.28 0.30
C -1.99 -2.18 0.10
C -0.59 -1.86 -0.21
C 0.08 -0.62 0.45
C -0.81 0.56 0.78
C 2.37 -1.37 3.04
H -1.91 2.20 -0.11
H -2.37 0.98 -2.34
H -3.69 -0.87 -1.72
H -4.11 0.41 -0.60
H -2.96 -0.79 1.27
H -4.02 -1.85 0.44
H -2.17 -3.20 0.45
H -0.07 -2.78 0.14
H 0.97 -0.29 -0.16
H 0.54 -1.00 1.40
H -1.64 0.23 1.41
H -0.25 1.24 1.44
H 2.66 -1.39 4.08
H 2.93 -2.11 2.46
H 1.29 -1.60 3.00
F 1.98 3.25 5.46
Te 1.13 1.62 4.99
F -0.59 2.43 5.10
F 1.10 1.19 6.87
F 2.96 0.84 4.91
F 0.33 -0.12 4.78
O 1.30 1.80 3.13
```

Results
frontier orbital gap (alpha / beta): 7.741 / 7.013 eV
LUMO (alpha / beta): -6.7 / -7.2 eV
net charge: +2
energy relative to the best compared isomer or geometry (same formula, charge and spin): 0.232 eV

Atom charges from the natural (NBO) analysis, given in e for atoms 1 to 4: 1.599 1.497 -0.777 -0.733

A structure of composition C15H31FP2W at a distorted geometry, computed with ωB97M-V/def2-TZVPD.

XYZ file:
```
50
Properties=species:S:1:pos:R:3
P -0.21 -1.80 -1.04
P 0.20 2.05 -0.96
C -0.45 -0.45 -2.33
C 0.48 0.76 -2.27
H -1.52 -0.16 -2.36
H -0.27 -0.99 -3.27
H 1.54 0.46 -2.26
H 0.34 1.32 -3.21
C -1.29 2.90 -1.58
H -1.72 3.52 -0.78
H -2.07 2.21 -1.92
H -0.99 3.55 -2.42
C 1.49 3.21 -1.47
H 1.19 3.66 -2.42
H 2.45 2.68 -1.59
H 1.60 3.99 -0.71
C -1.44 -2.96 -1.69
H -1.50 -3.83 -1.03
H -1.10 -3.29 -2.68
H -2.41 -2.49 -1.76
C 1.33 -2.57 -1.60
H 2.15 -1.85 -1.74
H 1.12 -3.06 -2.56
H 1.65 -3.32 -0.87
W 0.05 -0.08 2.60
C 0.23 2.39 0.76
C -1.23 1.95 0.87
C -1.55 0.42 0.70
C -1.39 -1.18 1.32
C -0.39 -2.23 0.65
C 0.96 -1.76 1.16
C 1.38 -0.30 0.81
C 1.26 1.34 1.40
C 0.28 -1.44 4.21
H 0.53 3.43 0.99
H -1.93 2.54 1.47
H -1.40 0.18 -0.39
H -2.67 0.43 0.66
H -1.42 -1.27 2.47
H -2.41 -1.54 1.09
H -0.71 -3.28 0.80
H 1.73 -2.43 1.53
H 1.21 -0.10 -0.28
H 2.48 -0.35 0.78
H 1.33 1.40 2.54
H 2.27 1.67 1.12
H 1.15 -0.92 4.68
H 0.55 -2.45 3.88
H -0.57 -1.44 4.91
F -0.33 1.48 3.80
```

Results
frontier orbital gap (alpha / beta): 6.062 / 5.977 eV
⟨S²⟩: 2.02
LUMO (alpha / beta): -7.2 / -7.2 eV
net charge: +2
2S+1: 3
energy relative to the best compared isomer or geometry (same formula, charge and spin): 0.000 eV

Atom charges from the natural (NBO) analysis, given in e for atoms 1 to 4: 1.577 1.606 -0.698 -0.712

A structure of composition C15H31IrNO2P2 at a distorted geometry, computed with ωB97M-V/def2-TZVPD.

XYZ file:
```
52
Properties=species:S:1:pos:R:3
P -1.57 0.28 2.13
P 2.47 0.15 1.00
C -0.41 0.05 0.64
C 0.91 -0.72 0.50
H -0.58 0.84 -0.10
H -1.23 -0.69 0.45
H 0.76 -1.77 0.80
H 1.20 -0.69 -0.55
C 3.00 1.45 -0.11
H 4.07 1.62 0.07
H 2.46 2.39 0.13
H 2.83 1.18 -1.15
C 3.61 -1.07 1.56
H 4.32 -1.22 0.73
H 3.10 -2.01 1.80
H 4.12 -0.69 2.45
C -2.86 1.47 1.90
H -3.49 1.58 2.79
H -3.50 1.24 1.05
H -2.41 2.46 1.71
C -2.09 -1.41 2.65
H -1.22 -2.06 2.77
H -2.75 -1.89 1.92
H -2.61 -1.38 3.61
Ir 0.35 1.25 1.92
C 0.92 -1.16 -2.48
C 1.02 0.18 -2.63
C 0.10 0.96 -3.52
C -1.39 0.62 -3.32
C -1.79 0.25 -1.92
C -1.91 -1.04 -1.57
C -1.43 -2.19 -2.40
C -0.12 -1.98 -3.16
C -0.50 0.98 3.93
H 1.72 -1.75 -2.00
H 1.86 0.75 -2.25
H 0.30 0.75 -4.58
H 0.28 2.03 -3.31
H -1.95 1.51 -3.60
H -1.69 -0.16 -4.05
H -2.16 1.09 -1.31
H -2.47 -1.38 -0.71
H -2.19 -2.45 -3.17
H -1.32 -3.05 -1.71
H 0.32 -2.99 -3.26
H -0.31 -1.65 -4.21
H 0.23 0.25 4.28
H -1.52 0.69 4.29
H -0.31 2.01 4.28
O 1.22 3.18 2.26
N 2.26 2.80 2.73
O 2.34 1.42 2.71
```

Results
frontier orbital gap (alpha / beta): 6.194 / 5.249 eV
⟨S²⟩: 8.77
LUMO (alpha / beta): -6.6 / -9.6 eV
net charge: +2
2S+1: 6

Atom charges from the natural (NBO) analysis, given in e for atoms 1 to 4: 1.427 1.278 -0.841 -0.779